This record from the Open Molecules 2025 dataset describes an isolated molecule of C4H6ClFO2 in a non-equilibrium geometry. The level of theory is the ωB97M-V functional and the def2-TZVPD basis.

Energy above the lowest of the compared OMol25 structures with the same formula, charge and spin, eV: 0.7436
Highest occupied orbital energy, eV: -9.81
E_tot, eV: -23577.9965
Largest force on an atom, eV Å⁻¹: 4.04
Kohn-Sham gap, Ha: 0.3762
LUMO energy, eV: 0.423

XYZ file:
```
14
Properties=species:S:1:pos:R:3:forces:R:3
O -1.2100 -1.7540 -0.2685 -0.402 -1.063 -0.701
C -0.4079 -0.8867 0.4138 -0.752 0.327 0.145
C -0.8262 0.5797 0.4091 -0.990 -0.288 0.022
O -1.9893 0.6064 -0.4441 0.349 4.008 -0.397
C 0.3497 0.1541 -0.3791 0.483 -1.241 -0.844
C 1.6762 0.3726 0.1290 2.720 -0.003 2.544
F 2.3711 1.5061 -0.2434 -0.790 -0.088 -0.434
Cl 2.8572 -1.0148 -0.2269 -0.887 0.640 0.044
H -1.8861 -1.2605 -0.7200 -0.579 0.366 -0.457
H -0.0985 -1.5459 1.2000 1.243 1.029 0.990
H -0.6769 1.3095 1.2500 -0.661 -0.848 -0.888
H -1.9953 1.5232 -0.9564 0.023 -2.896 1.608
H 0.1808 -0.0186 -1.4302 0.244 0.324 -0.286
H 1.6552 0.4289 1.2667 -0.002 -0.266 -1.346
```
Positions in Å, forces in eV/Å.

These are the Löwdin partial charges, in e, on atoms 1 to 5: 0.016 -0.279 -0.212 -0.064 -0.237